{"formula": "C58H147N9O22", "method": "the ωB97M-V functional and the def2-TZVPD basis", "smiles": "COCCNCCOC.COCCNCCOC.COCCNCCOC.COCCNCCOC.COCCNCCOC.COCCNCCOC.COCCNCCOC.COCCNCCOC.COCCNCCOC.OCCO.OCCO", "homo_energy_ev": -8.3, "energy_ev": -120968.616, "molar_mass_g_mol": 1322.86, "de_lowest_ev": 0.4435, "elements": ["C", "C", "O", "O", "H", "H", "H", "H", "H", "H", "C", "C", "O", "O", "H", "H", "H", "H", "H", "H", "C", "O", "C", "C", "N", "C", "C", "O", "C", "H", "H", "H", "H", "H", "H", "H", "H", "H", "H", "H", "H", "H", "H", "H", "C", "O", "C", "C", "N", "C", "C", "O", "C", "H", "H", "H", "H", "H", "H", "H", "H", "H", "H", "H", "H", "H", "H", "H", "C", "O", "C", "C", "N", "C", "C", "O", "C", "H", "H", "H", "H", "H", "H", "H", "H", "H", "H", "H", "H", "H", "H", "H", "C", "O", "C", "C", "N", "C", "C", "O", "C", "H", "H", "H", "H", "H", "H", "H", "H", "H", "H", "H", "H", "H", "H", "H", "C", "O", "C", "C", "N", "C", "C", "O", "C", "H", "H", "H", "H", "H", "H", "H", "H", "H", "H", "H", "H", "H", "H", "H", "C", "O", "C", "C", "N", "C", "C", "O", "C", "H", "H", "H", "H", "H", "H", "H", "H", "H", "H", "H", "H", "H", "H", "H", "C", "O", "C", "C", "N", "C", "C", "O", "C", "H", "H", "H", "H", "H", "H", "H", "H", "H", "H", "H", "H", "H", "H", "H", "C", "O", "C", "C", "N", "C", "C", "O", "C", "H", "H", "H", "H", "H", "H", "H", "H", "H", "H", "H", "H", "H", "H", "H", "C", "O", "C", "C", "N", "C", "C", "O", "C", "H", "H", "H", "H", "H", "H", "H", "H", "H", "H", "H", "H", "H", "H", "H"], "coordinates": [[-19.368, -8.104, 31.338], [-18.006, -7.708, 31.886], [-17.084, -7.493, 30.861], [-20.143, -8.216, 32.524], [-19.421, -9.052, 30.689], [-19.731, -7.346, 30.652], [-17.657, -8.576, 32.548], [-18.152, -6.792, 32.562], [-16.469, -8.196, 30.712], [-21.087, -8.158, 32.406], [-17.903, -9.247, 27.837], [-17.638, -7.907, 27.375], [-18.436, -6.979, 28.050], [-19.295, -9.450, 27.773], [-17.521, -9.444, 28.863], [-17.385, -9.927, 27.135], [-17.972, -7.890, 26.274], [-16.613, -7.470, 27.341], [-18.239, -7.055, 28.992], [-19.620, -8.957, 26.986], [-20.564, -9.826, 18.471], [-20.610, -8.956, 19.561], [-21.819, -9.249, 20.292], [-21.779, -8.616, 21.596], [-20.575, -8.954, 22.334], [-20.451, -8.375, 23.687], [-21.419, -8.910, 24.650], [-21.127, -8.433, 25.977], [-22.117, -8.614, 26.989], [-21.601, -9.914, 17.942], [-20.365, -10.815, 18.810], [-19.780, -9.386, 17.781], [-21.890, -10.310, 20.454], [-22.723, -8.815, 19.779], [-22.670, -8.975, 22.100], [-21.878, -7.544, 21.528], [-19.804, -8.664, 21.723], [-20.682, -7.274, 23.581], [-19.398, -8.577, 24.032], [-21.355, -9.981, 24.638], [-22.404, -8.698, 24.276], [-23.007, -8.022, 26.790], [-21.634, -8.316, 27.914], [-22.436, -9.704, 27.114], [-22.777, -6.745, 30.313], [-22.757, -7.797, 31.231], [-23.889, -8.166, 31.912], [-23.742, -9.597, 32.463], [-23.622, -10.680, 31.514], [-24.792, -10.963, 30.621], [-24.551, -12.229, 29.838], [-23.588, -11.998, 28.845], [-23.153, -13.183, 28.185], [-22.158, -6.964, 29.496], [-22.391, -5.824, 30.747], [-23.801, -6.556, 29.973], [-24.798, -8.238, 31.271], [-24.183, -7.366, 32.683], [-24.617, -9.740, 33.136], [-22.930, -9.696, 33.157], [-22.721, -10.616, 31.071], [-25.133, -10.107, 30.014], [-25.636, -11.266, 31.295], [-25.462, -12.753, 29.552], [-24.127, -12.911, 30.610], [-22.667, -12.851, 27.324], [-23.927, -13.935, 27.852], [-22.443, -13.645, 28.817], [-14.862, -10.666, 26.418], [-14.732, -9.534, 27.300], [-14.066, -8.490, 26.621], [-13.625, -7.445, 27.693], [-12.717, -6.442, 27.183], [-12.117, -5.635, 28.316], [-13.016, -4.695, 29.103], [-12.373, -4.406, 30.337], [-13.054, -3.522, 31.236], [-15.190, -11.507, 26.945], [-13.872, -10.859, 26.026], [-15.514, -10.492, 25.601], [-14.708, -7.980, 25.930], [-13.168, -8.871, 26.094], [-13.165, -7.927, 28.560], [-14.579, -6.999, 28.164], [-13.259, -5.798, 26.642], [-11.294, -5.170, 27.849], [-11.711, -6.315, 29.082], [-13.928, -5.262, 29.226], [-13.221, -3.690, 28.648], [-13.247, -2.495, 30.882], [-12.439, -3.403, 32.111], [-13.978, -4.020, 31.559], [-16.230, -4.504, 27.143], [-15.381, -4.206, 26.083], [-15.602, -2.937, 25.431], [-14.655, -2.830, 24.276], [-13.335, -2.532, 24.760], [-12.475, -2.017, 23.819], [-11.141, -1.618, 24.430], [-10.725, -2.780, 25.044], [-9.768, -2.524, 26.073], [-16.165, -3.794, 27.967], [-15.954, -5.451, 27.533], [-17.273, -4.642, 26.773], [-15.300, -2.153, 26.100], [-16.685, -2.739, 25.170], [-14.969, -1.967, 23.661], [-14.747, -3.765, 23.620], [-12.995, -3.490, 25.103], [-12.946, -1.171, 23.335], [-12.241, -2.653, 22.963], [-11.336, -0.939, 25.253], [-10.493, -1.210, 23.694], [-10.020, -1.928, 26.913], [-8.830, -2.142, 25.561], [-9.486, -3.467, 26.558], [-19.971, -4.510, 26.977], [-20.981, -3.613, 26.320], [-21.695, -2.869, 27.226], [-22.597, -2.032, 26.348], [-23.481, -2.825, 25.514], [-23.654, -2.328, 24.174], [-24.408, -3.422, 23.406], [-23.770, -4.764, 23.666], [-24.399, -5.812, 22.914], [-19.681, -5.149, 26.165], [-20.529, -5.121, 27.701], [-19.065, -3.967, 27.333], [-20.991, -2.206, 27.812], [-22.245, -3.553, 27.878], [-21.839, -1.452, 25.757], [-23.181, -1.480, 27.045], [-23.128, -3.783, 25.540], [-22.706, -2.002, 23.738], [-24.275, -1.409, 24.093], [-24.087, -3.152, 22.365], [-25.484, -3.473, 23.592], [-25.484, -5.974, 23.081], [-23.862, -6.742, 23.143], [-24.180, -5.637, 21.860], [-14.161, -8.455, 31.312], [-15.170, -9.289, 30.746], [-14.943, -10.677, 30.820], [-15.997, -11.448, 30.026], [-17.218, -11.462, 30.728], [-18.302, -12.051, 29.906], [-19.632, -12.154, 30.644], [-19.534, -13.342, 31.448], [-20.423, -13.346, 32.498], [-14.182, -8.450, 32.379], [-14.274, -7.452, 30.917], [-13.248, -8.900, 30.988], [-14.965, -11.011, 31.879], [-13.924, -10.919, 30.408], [-15.663, -12.498, 29.885], [-16.093, -10.916, 29.044], [-17.417, -10.532, 31.087], [-17.961, -13.034, 29.607], [-18.489, -11.544, 28.982], [-20.469, -12.301, 29.951], [-19.717, -11.208, 31.307], [-21.458, -13.384, 32.097], [-20.353, -12.437, 33.102], [-20.281, -14.237, 33.087], [-12.845, -6.255, 22.190], [-14.087, -5.892, 22.794], [-15.174, -6.424, 22.072], [-16.517, -6.203, 22.738], [-17.015, -4.861, 22.623], [-18.246, -4.688, 23.321], [-19.507, -5.233, 22.686], [-19.898, -4.273, 21.706], [-20.861, -4.763, 20.791], [-12.657, -7.361, 22.366], [-12.026, -5.735, 22.707], [-12.858, -6.147, 21.171], [-15.028, -7.493, 21.866], [-15.190, -6.022, 21.085], [-16.439, -6.483, 23.825], [-17.137, -6.997, 22.313], [-17.008, -4.505, 21.720], [-18.350, -3.636, 23.446], [-18.193, -5.076, 24.361], [-20.373, -5.355, 23.474], [-19.124, -6.194, 22.183], [-21.602, -5.366, 21.276], [-20.379, -5.470, 20.090], [-21.267, -3.924, 20.259], [-19.339, -14.110, 19.825], [-19.778, -12.957, 20.571], [-19.667, -13.054, 21.979], [-18.359, -12.545, 22.543], [-18.465, -11.134, 22.871], [-17.146, -10.525, 22.827], [-16.647, -10.102, 21.452], [-17.628, -9.128, 20.993], [-17.085, -8.413, 19.856], [-18.857, -13.799, 18.935], [-20.259, -14.710, 19.693], [-18.676, -14.766, 20.372], [-19.830, -14.126, 22.241], [-20.411, -12.488, 22.452], [-17.521, -12.716, 21.802], [-18.146, -13.239, 23.371], [-19.135, -10.609, 22.327], [-16.444, -11.257, 23.338], [-17.169, -9.549, 23.441], [-16.584, -10.950, 20.720], [-15.692, -9.619, 21.612], [-17.707, -7.549, 19.613], [-16.884, -9.114, 19.005], [-16.073, -8.073, 20.069], [-20.996, -21.047, 28.243], [-20.710, -19.678, 28.225], [-19.581, -19.311, 29.003], [-19.467, -17.790, 29.234], [-19.447, -17.110, 27.898], [-19.481, -15.627, 27.989], [-19.791, -14.985, 26.597], [-20.065, -13.651, 26.851], [-19.552, -12.661, 25.970], [-21.286, -21.422, 29.253], [-20.094, -21.651, 27.849], [-21.839, -21.106, 27.512], [-18.658, -19.638, 28.473], [-19.699, -19.760, 29.994], [-18.527, -17.609, 29.745], [-20.219, -17.466, 29.974], [-20.388, -17.329, 27.499], [-18.480, -15.209, 28.175], [-20.076, -15.243, 28.843], [-20.642, -15.478, 26.087], [-18.886, -15.075, 25.975], [-19.731, -11.625, 26.383], [-19.988, -12.732, 24.976], [-18.407, -12.775, 25.857]], "atomic_forces_ev_per_a": [[-0.7007, -0.8671, -0.0560], [0.2412, -1.2076, 1.2731], [-0.8606, 2.1923, -0.5901], [0.5599, -0.2494, 0.3144], [0.5300, 0.9274, 1.0396], [-0.2384, 0.5574, -0.0151], [-0.3895, 1.1763, -0.5580], [0.3677, -1.1854, -1.1035], [0.5477, -1.2720, 0.1860], [-0.4855, 0.1075, -0.7928], [0.6481, -2.0688, 0.2662], [0.6069, 2.8078, -2.4532], [-0.6667, 0.9377, 0.3093], [-0.2606, -0.3394, -0.0982], [-0.4589, 0.1616, -0.5205], [-0.0104, -0.1251, 0.4414], [0.2707, 0.2239, 1.2353], [-0.2205, -1.1849, 0.2208], [0.2141, 0.0141, 0.1540], [-0.1281, -0.3608, 0.4991], [-0.6989, 1.0996, -2.0242], [-1.5384, 0.0945, 0.6630], [0.2831, 0.8162, -1.4620], [0.2438, 0.6149, 1.9674], [0.1508, -0.6210, 0.0436], [1.3421, 1.7451, -1.5733], [-0.3271, -0.9912, 1.2010], [-0.2583, 0.2243, -0.8056], [-0.1070, -1.5495, -0.2796], [1.6694, 0.5031, 0.5418], [0.6627, -1.0184, 0.1322], [-0.9480, -0.9653, 0.5419], [-0.1718, -0.7303, -0.3166], [0.7428, -0.7584, -0.0592], [-0.2333, -0.0672, 0.4246], [-0.1659, 0.7915, -0.1850], [0.0104, -0.1312, 0.5690], [0.7301, -0.8759, 0.5458], [-0.9387, 0.4713, -0.2663], [0.1098, -0.9609, 0.1861], [-0.8624, 0.5616, 0.4407], [-0.0896, 0.1974, -0.0537], [-0.0722, 0.0709, 0.0380], [0.4685, 1.1985, -0.2942], [-1.3327, 0.9034, 0.9277], [1.5417, -0.7075, -0.3038], [-2.1208, 0.3221, 0.7456], [-1.0845, 0.3886, 0.7947], [-1.1005, 0.0629, -0.2181], [-0.0443, -0.0446, 1.2949], [1.2205, -0.3500, 1.4883], [-1.0193, -0.3731, -0.7123], [-1.3588, -0.0313, 0.3175], [0.7983, -0.5690, -1.1701], [-0.0558, 0.1886, 0.2980], [0.0645, -0.0103, -0.1438], [0.5408, 0.3559, -0.2038], [0.5284, -1.2304, -0.4862], [0.1635, -0.1283, -0.5935], [0.8401, 0.2195, 0.2414], [-0.0216, -0.1131, -0.6976], [0.2330, -0.3083, -0.0169], [0.5278, 0.6348, -0.2833], [-0.2735, 0.3782, -0.8304], [0.0413, 0.0458, -0.3097], [0.9315, 0.4085, -1.4114], [0.2504, 0.9653, 0.6757], [0.8488, -0.9747, 0.6769], [1.4239, 1.5780, 0.5421], [-0.2838, -0.7650, -0.7732], [1.3081, 0.6596, 1.6392], [-1.7283, -0.2058, 0.5984], [0.1575, 0.4138, 1.7223], [-0.2634, -1.1108, -0.4725], [0.1031, 1.2306, -0.1917], [0.2360, 0.2499, 0.4524], [-0.3285, -0.7720, -0.3987], [-0.5807, -1.1497, 1.0823], [0.3246, -0.3568, -0.2925], [-0.8647, 0.4599, -0.8891], [-0.5520, 0.1693, -0.7948], [-0.3303, 0.1903, 0.1553], [0.2062, -0.3866, -0.3337], [0.9852, -0.5702, -0.7380], [-0.2466, 0.4886, -0.6817], [1.0453, 0.9935, -0.1939], [-0.0833, -0.0665, -0.4073], [-0.7793, 0.1969, 0.4569], [-0.0624, -1.0026, -0.2997], [-0.0453, -0.4749, -0.4927], [0.4477, -0.1819, 0.2657], [-0.1237, 0.4010, -0.0834], [-1.2068, 0.3147, -0.5590], [0.4224, 0.5082, -0.9306], [-0.8453, -0.4748, 0.4184], [-1.1645, -0.3778, -1.6578], [-0.5567, -3.5757, 2.5090], [1.7058, 1.2960, -2.1254], [-2.3982, -0.0787, 0.8641], [1.5757, -1.0219, 1.5697], [2.0580, -1.5175, -1.8098], [-0.2004, 0.3558, 0.0147], [0.4559, -0.9537, 0.3596], [0.5352, 0.3814, 0.4071], [-0.0272, 0.5245, 0.7097], [0.9297, -0.7088, 0.0658], [-0.1078, -0.2963, 0.1178], [0.2764, 1.2035, 0.7840], [-0.1206, 2.1219, -0.3805], [-0.1146, 0.6310, 0.0401], [0.0401, -0.6777, -0.2236], [-0.0560, 0.9119, -0.1501], [0.9996, 0.3198, -0.6209], [-1.0111, 1.2760, 0.3344], [-0.8394, -0.1067, 0.8380], [-0.1555, -0.1492, -0.5264], [-1.6030, 1.1226, -1.1491], [2.8369, -2.0626, 0.2317], [0.2637, 0.5126, 0.1377], [0.7731, -0.0649, 0.1304], [0.3268, 0.0988, 1.0692], [-0.8794, -0.7250, 0.6042], [2.6408, -0.8202, -1.3440], [-1.6284, 1.1441, -0.1863], [0.8906, 0.2091, 0.0612], [0.3115, -0.4602, -0.2143], [0.6149, 0.2766, 0.1965], [-1.0584, -0.2113, 0.1594], [-0.8828, -0.4626, -0.1955], [-0.1950, 0.1768, 0.4358], [-0.9836, 0.1442, 0.2546], [-0.4463, 1.3841, 0.1952], [-0.2473, 0.3830, -0.7107], [0.2640, -0.5370, -0.4552], [0.0213, -0.4552, 0.5092], [-1.2312, -0.5727, 0.2505], [0.2546, 0.0828, -0.0409], [0.4969, 0.4322, 0.0848], [-0.1931, 0.2296, 0.2879], [-0.4458, 0.0582, -0.3156], [-0.3360, -0.8402, -0.8238], [-0.6009, 0.4690, -0.1198], [1.0877, -0.9771, 0.1108], [1.2588, 0.6810, -0.6023], [-1.7235, -0.4006, 0.3364], [-0.0426, 0.3071, 0.8034], [1.1772, -0.0184, 1.0968], [0.8360, 0.6660, -0.6156], [-1.6190, 0.1875, -0.1377], [-0.2040, 0.0165, 0.8962], [-0.0836, 0.0835, -0.0479], [1.1668, 0.1068, -0.1597], [0.0162, 0.1108, -0.3806], [-0.7116, 0.3016, 0.2641], [0.0259, 0.5838, -0.1255], [0.3395, -0.6403, 0.3125], [-0.4197, -0.1025, -0.2236], [-0.0371, -0.4570, 0.1422], [0.0408, 0.7882, -0.7327], [-0.0279, 0.5058, 0.0555], [-0.3471, -1.4168, -0.9114], [0.0960, 0.0622, 0.3049], [0.1349, -0.0440, 0.2303], [0.2415, -0.2088, 0.3108], [-0.0353, -1.8313, 3.4371], [0.3764, -0.0141, -0.2347], [0.1592, -0.3686, 0.5993], [0.9476, -0.9827, 0.6726], [0.5383, -1.3933, 2.0514], [-0.6623, 0.3605, 1.2996], [-0.2034, -0.2666, -0.0088], [-0.1629, -0.3696, 0.0779], [1.4233, -0.6947, -0.1361], [-0.1963, 0.9074, -0.0854], [-0.4181, 0.1170, -0.3944], [0.0841, 0.8121, -2.6371], [0.0741, -0.2121, 0.5419], [-0.0727, 0.8272, -1.1158], [0.0765, 0.4417, -0.7627], [-0.5269, 0.0455, -0.1928], [-0.1697, 0.6555, -1.8786], [-0.5529, 1.0527, 0.1865], [0.4066, -0.0629, -0.5686], [1.6070, -0.0503, -1.5623], [-1.3656, 0.7680, 0.5729], [-0.8712, 0.0158, 0.5445], [-0.0466, 0.3188, -0.0871], [-0.3172, 0.2812, -0.1943], [-1.7979, -0.0910, 1.7655], [0.4080, 0.3524, -0.4656], [1.1009, -2.0708, -0.8567], [0.3199, -0.5933, -1.2415], [1.1745, -0.5483, 0.6644], [0.1631, 0.7376, 1.5637], [-1.4833, -0.2212, -0.0124], [1.4235, 0.1346, -0.8452], [0.3842, -1.1574, 0.1132], [0.1446, 0.3046, -0.9718], [0.4885, 0.0920, -0.6733], [0.5207, 0.1033, 0.4225], [0.1241, 0.5662, 0.1292], [-1.5363, 0.8645, 0.3562], [-0.7911, -0.0763, 0.4374], [0.2539, 0.8092, 0.4366], [-0.2819, -0.1561, -0.2350], [-0.5003, 1.0263, -0.6239], [0.1558, -1.3744, -0.6618], [0.0679, 0.6834, 0.4796], [0.4752, 0.0949, -0.3462], [-0.1481, -0.4275, -0.0717], [-0.8488, 0.5096, 0.3278], [0.0575, 0.3721, 0.3782], [0.4481, -0.6503, -1.0496], [0.2252, 1.0192, 0.4041], [0.3252, 0.4360, -0.0079], [-0.0248, -0.4426, -1.0557], [-1.8153, 0.5115, 0.7969], [0.9233, 0.0230, -0.4392], [0.1033, -0.8396, 0.6907], [-0.3415, 1.7054, 0.2848], [1.5593, 0.2685, 0.3190], [0.1515, 0.2390, -0.6224], [-1.3114, 0.6767, 0.5858], [0.5765, -0.5717, 0.7308], [-0.4144, -0.0970, 0.4761], [0.4050, -0.3040, 0.0244], [0.3704, -0.0360, -0.0927], [-0.3035, 0.2213, -0.6025], [1.0719, -0.1488, 0.1800], [0.0360, -0.4949, 0.3437], [-0.3359, -0.0882, -0.7102], [0.2448, 0.0894, 0.0843], [-0.2505, -0.1963, -0.0013], [0.0047, -1.2575, -0.1863], [-0.1222, -0.0086, -0.1813], [-1.5097, 0.1141, 0.1270]], "lowdin_charge": [-0.25, -0.24, -0.07, -0.07, 0.12, 0.10, 0.14, 0.15, 0.01, 0.04, -0.27, -0.26, -0.06, -0.08, 0.11, 0.11, 0.15, 0.10, 0.06, 0.06, -0.13, -0.20, -0.22, -0.24, -0.04, -0.19, -0.21, -0.21, -0.07, 0.11, 0.06, 0.11, 0.12, 0.15, 0.12, 0.10, 0.09, 0.10, 0.13, 0.12, 0.11, 0.09, 0.06, 0.11, -0.08, -0.21, -0.25, -0.22, -0.04, -0.19, -0.27, -0.18, -0.09, 0.04, 0.09, 0.10, 0.11, 0.15, 0.12, 0.10, 0.10, 0.11, 0.13, 0.12, 0.12, 0.05, 0.11, 0.06, -0.08, -0.20, -0.21, -0.22, -0.03, -0.16, -0.22, -0.21, -0.10, 0.06, 0.09, 0.06, 0.11, 0.13, 0.11, 0.11, 0.08, 0.09, 0.12, 0.09, 0.14, 0.09, 0.07, 0.09, -0.12, -0.20, -0.20, -0.23, -0.07, -0.27, -0.24, -0.19, -0.10, 0.10, 0.04, 0.07, 0.11, 0.13, 0.13, 0.12, 0.15, 0.12, 0.12, 0.12, 0.11, 0.07, 0.11, 0.08, -0.03, -0.22, -0.29, -0.22, -0.06, -0.23, -0.15, -0.23, -0.12, 0.05, 0.08, 0.08, 0.14, 0.12, 0.13, 0.10, 0.10, 0.11, 0.13, 0.12, 0.12, 0.09, 0.07, 0.07, -0.06, -0.24, -0.20, -0.24, -0.04, -0.18, -0.17, -0.20, -0.14, 0.09, 0.09, 0.08, 0.14, 0.13, 0.14, 0.10, 0.09, 0.11, 0.08, 0.12, 0.14, 0.08, 0.09, 0.08, -0.09, -0.19, -0.24, -0.20, -0.02, -0.23, -0.21, -0.19, -0.10, 0.10, 0.10, 0.05, 0.10, 0.11, 0.14, 0.09, 0.10, 0.11, 0.12, 0.15, 0.13, 0.05, 0.09, 0.08, -0.08, -0.21, -0.23, -0.23, -0.04, -0.22, -0.20, -0.23, -0.09, 0.07, 0.10, 0.08, 0.13, 0.10, 0.13, 0.10, 0.07, 0.13, 0.12, 0.13, 0.10, 0.09, 0.10, 0.06, -0.14, -0.22, -0.23, -0.20, -0.05, -0.20, -0.23, -0.23, -0.09, 0.09, 0.11, 0.10, 0.13, 0.12, 0.11, 0.12, 0.11, 0.11, 0.11, 0.12, 0.12, 0.09, 0.06, 0.11]}